Record 1
The following is a DFT calculation (ωB97M-V/def2-TZVPD) of a molecular structure, C21H57Ag3NO21P3 at a distorted geometry.

```
! RIJCOSX wB97M-V def2-TZVPD def2/J DEFGRID3
* xyz 2 1
Ag 0.27600 3.42838 -6.78539
Ag -5.03528 0.03559 -2.97090
Ag -1.35247 -3.00910 -6.63922
N -0.01487 -0.05882 -1.46672
O 0.49505 0.75818 -2.14798
O 0.12021 0.01388 -0.30658
O -0.79372 -0.92391 -1.90733
C -1.64420 -8.08307 -2.82349
O -2.77865 -7.70807 -3.61529
P -4.12774 -8.56618 -3.44752
O -5.26173 -8.32202 -4.42854
O -3.55164 -10.07604 -3.44635
C -4.38407 -11.21264 -3.20324
O -4.52699 -8.39204 -1.90420
C -5.10420 -7.11545 -1.46421
H -0.86477 -8.56967 -3.40987
H -1.89648 -8.52635 -1.86020
H -1.05682 -7.17900 -2.66305
H -3.86315 -11.91492 -2.55242
H -4.57498 -11.87037 -4.05119
H -5.38765 -11.15757 -2.78146
H -6.00029 -7.26542 -0.86202
H -5.37235 -6.46695 -2.29827
H -4.46063 -6.53911 -0.79959
C 2.21032 11.22518 -1.44810
O 2.42205 10.20756 -2.38230
P 1.45454 8.89042 -2.32955
O 1.59899 7.87706 -3.43392
O 1.64894 8.37302 -0.86421
C 2.61334 7.34964 -0.61281
O -0.04255 9.54099 -2.30562
C -0.56760 10.02739 -3.46817
H 2.73680 12.07912 -1.87438
H 2.81391 11.01384 -0.56542
H 1.15202 11.43110 -1.28774
H 2.77106 6.72659 -1.49318
H 2.36469 6.69238 0.22043
H 3.65400 7.67202 -0.57853
H -0.14726 9.79763 -4.44727
H -0.70647 11.10065 -3.33817
H -1.60109 9.70876 -3.60403
C 6.21159 -3.29186 -2.81601
O 5.62321 -3.76424 -4.01142
P 6.19809 -5.12237 -4.72841
O 6.14624 -6.41294 -3.92593
O 5.36193 -5.21469 -6.15557
C 5.30202 -6.36436 -6.91379
O 7.69204 -4.79364 -5.14695
C 8.15282 -3.60148 -5.67580
H 6.88320 -2.46482 -3.04630
H 6.71244 -4.05761 -2.22367
H 5.39933 -3.00621 -2.14764
H 5.48790 -7.24882 -6.30445
H 5.75870 -6.31493 -7.90228
H 4.22277 -6.45829 -7.03419
H 8.97433 -3.16383 -5.10861
H 7.40800 -2.80780 -5.61742
H 8.57768 -3.79326 -6.66111
C 2.67421 7.56465 6.16992
O 1.26566 7.67300 6.09490
C 0.71241 7.25356 7.31258
C -0.08664 5.86197 7.12580
O -1.18119 6.04842 6.28883
C -0.91078 6.05817 4.83050
H 3.18543 6.66181 6.50403
H 3.09278 8.37483 6.76700
H 3.16039 7.76103 5.21432
H 0.09160 8.03040 7.75892
H 1.44919 6.99193 8.07204
H -0.44783 5.51527 8.09402
H 0.62975 5.10481 6.80703
H -1.75067 5.79894 4.18593
H -0.08149 5.40226 4.56559
H -0.58593 7.04009 4.48641
C -6.75287 0.37605 1.96480
O -7.26833 0.72747 0.68054
C -8.65643 1.11269 0.79104
C -9.06829 1.52439 -0.64986
O -8.83120 0.39907 -1.56687
C -9.69334 0.42448 -2.64287
H -7.00544 -0.64479 2.25152
H -7.06025 1.03356 2.77801
H -5.66860 0.29342 1.88968
H -8.85014 1.90514 1.51394
H -9.27740 0.25548 1.05118
H -8.41385 2.25736 -1.12164
H -10.08060 1.92614 -0.60597
H -10.75308 0.44857 -2.38899
H -9.55378 -0.51211 -3.18272
H -9.41329 1.30237 -3.22511
C 2.08981 -4.11933 4.65992
O 3.51057 -4.27541 4.58056
C 4.18867 -4.53595 5.85585
C 4.47219 -3.35856 6.78874
O 5.45126 -2.38721 6.28608
C 4.97048 -1.48001 5.26207
H 1.92928 -3.06704 4.89449
H 1.61107 -4.77626 5.38611
H 1.56389 -4.36190 3.73652
H 5.13383 -4.93350 5.48610
H 3.64892 -5.31872 6.38879
H 4.90611 -3.74784 7.70976
H 3.59136 -2.84457 7.17349
H 4.07526 -1.84534 4.75885
H 5.80888 -1.53318 4.56756
H 4.85186 -0.49715 5.71815
*
```

Values from the calculation:
LUMO energy ... -9.28 eV
HOMO energy ... -11.1 eV
Orbital gap ... 1.8 eV
Total energy ... -107024.551 eV

=====

Record 2
The following is a DFT calculation (ωB97M-V/def2-TZVPD) of 7 unconnected molecules or ions with the total composition C21H59N5O9 at a distorted geometry.

```
! RIJCOSX wB97M-V def2-TZVPD def2/J DEFGRID3
* xyz 0 1
O 0.00968 0.61363 -0.13830
H 0.47277 -0.19075 -0.26886
H -0.72339 0.34100 -0.74554
H 0.53538 1.39559 -0.75077
C -2.19385 0.18750 -2.40487
O -1.13731 0.75039 -2.63732
O -3.23637 0.22185 -3.22027
O -2.28276 -0.40013 -1.30888
H -3.16876 0.76442 -3.99819
C -3.36001 2.53261 1.33456
C -3.77895 1.04524 1.78703
C -5.18188 0.72842 1.04891
O -6.10026 1.54749 1.68598
C -7.23938 1.72199 0.94430
N -2.86500 0.10730 1.55131
H -3.80351 3.47317 1.37061
H -3.13300 2.29313 0.25129
H -2.41988 2.61855 1.87948
H -3.97064 1.09894 2.89108
H -5.38608 -0.27977 1.06219
H -5.03705 1.12413 -0.10632
H -7.81087 0.75692 0.71824
H -7.06178 2.26770 -0.02606
H -7.85406 2.49460 1.50710
H -2.58468 0.24228 0.46089
H -3.25391 -0.80655 1.42533
C 4.03442 2.61276 4.09280
C 3.34666 1.37073 4.41253
C 2.05179 1.14354 3.61562
O 1.20686 2.23349 3.99740
C -0.16802 2.05087 3.73314
N 4.24230 0.26857 3.96020
H 5.04685 2.56515 4.51909
H 3.65568 3.39484 4.59669
H 4.14901 2.76372 3.01972
H 3.03066 1.51347 5.65647
H 1.70683 0.17413 3.96303
H 2.22097 1.17111 2.62383
H -0.93816 1.46291 4.47573
H -0.18471 1.51672 2.70627
H -0.58913 2.94949 3.40572
H 3.92022 -0.74181 4.07529
H 5.32488 0.24166 4.40382
C 0.52536 -1.91387 2.14982
C 1.93014 -1.98624 1.33283
C 2.55165 -3.46089 1.28888
O 2.33516 -3.94163 2.59095
C 2.55664 -5.42366 2.71202
N 1.85740 -1.44621 0.03890
H 0.57437 -2.24516 3.25009
H -0.26632 -2.63109 1.79685
H 0.07868 -0.99984 2.11689
H 2.66277 -1.48595 1.92003
H 3.54203 -3.63999 1.03087
H 2.01149 -4.15701 0.66966
H 3.65527 -5.77431 2.56301
H 1.89141 -5.92127 2.05179
H 2.17346 -5.46365 3.66576
H 1.22597 -2.14830 -0.41585
H 2.84831 -1.47635 -0.36481
C 1.42834 2.99776 -3.75985
C 2.17110 2.33573 -2.70795
C 2.03082 2.98208 -1.28276
O 0.72977 3.10062 -0.88028
C 0.47106 3.92388 0.28105
N 1.61894 0.98457 -2.55902
H 0.32955 3.09440 -3.68101
H 1.71861 2.61005 -4.67526
H 1.65155 3.94153 -3.69252
H 3.20645 2.43291 -2.81596
H 2.42338 3.86549 -1.19360
H 2.38890 2.41790 -0.50941
H 1.19201 3.84940 1.05838
H -0.35368 3.49056 0.86057
H 0.70962 5.12807 -0.04790
H 1.85372 0.27667 -3.12515
H 0.83617 0.96959 -2.93583
C 1.48657 -3.38521 -3.27529
C 0.24545 -2.49520 -3.04220
C -0.95468 -2.79175 -4.11760
O -0.49818 -2.56160 -5.40117
C -1.52636 -2.44023 -6.27559
N -0.23992 -2.70048 -1.67918
H 1.40263 -4.39385 -3.17867
H 2.34359 -3.13874 -2.55690
H 1.76717 -3.36218 -4.34232
H 0.52056 -1.38769 -3.30764
H -1.72329 -2.06582 -3.87072
H -1.29124 -3.89087 -4.01260
H -2.21544 -1.53191 -6.30295
H -2.31730 -3.37239 -6.25487
H -1.40404 -2.48684 -7.25511
H -0.74512 -3.64273 -1.70745
H -0.90207 -1.97929 -1.72122
*
```

Values from the calculation:
LUMO energy ... 0.67 eV
HOMO energy ... -8.4 eV
Orbital gap ... 9.1 eV
Total energy ... -48598.898 eV
Energy above the lowest of the compared OMol25 structures with the same formula, charge and spin ... 0.00 kcal per mole